(1)
Entry from the OMol25 dataset: a cluster of 3 separate species, C13H23BBrNO7P in total (wB97M-V/def2-TZVPD).

As for the total charge: +1. The calculation puts the LUMO energy at -4.7 eV. The value obtained for the frontier orbital gap is 7.578 eV. As for the HOMO energy: -12.283 eV.

Each line ends with the natural charge from an NBO analysis.
Positions of all 47 atoms, in Å:
1 O -1.9822 -2.5217 0.5223  -0.921
2 B -2.3622 -2.6177 -0.7947  1.145
3 O -3.6799 -2.6627 -1.1152  -0.864
4 C -1.2199 -2.6059 -1.9129  -0.429
5 C 0.0325 -2.9755 -1.4868  0.133
6 N 1.0725 -3.0303 -2.3320  -0.428
7 C 0.9522 -2.7244 -3.6322  0.100
8 C -0.2566 -2.3210 -4.1194  -0.240
9 C -1.3706 -2.2489 -3.2741  -0.180
10 P -3.0581 -1.7364 -3.9257  1.077
11 O -3.1738 -0.3087 -3.1913  -0.983
12 Br -2.5612 -1.1681 -6.0100  -0.196
13 H -1.9879 -3.3653 0.9874  0.519
14 H -3.8895 -3.2081 -1.8847  0.513
15 H 0.2285 -3.2290 -0.4552  0.244
16 H 1.9744 -3.3163 -1.9737  0.445
17 H 1.8280 -2.7969 -4.2589  0.249
18 H -0.3556 -2.0732 -5.1630  0.271
19 H -2.5463 -0.2015 -2.4555  0.521
20 O -0.9183 0.9156 -2.0039  -0.645
21 C -1.1898 1.6200 -1.0526  0.821
22 O -0.6542 2.8324 -1.0093  -0.482
23 C -1.0344 3.8347 -0.0439  -0.075
24 C -0.2779 3.7065 1.2576  -0.636
25 C -2.0527 1.1352 0.0915  -0.745
26 H -2.1150 3.8249 0.0977  0.181
27 H -0.7922 4.7779 -0.5272  0.212
28 H -0.4883 2.7601 1.7591  0.201
29 H -0.5525 4.5152 1.9328  0.243
30 H 0.7936 3.7549 1.0847  0.223
31 H -1.4290 0.5687 0.7826  0.252
32 H -2.8258 0.4756 -0.3004  0.231
33 H -2.5532 1.9269 0.6394  0.241
34 O 2.1961 3.2939 3.5544  -0.558
35 C 2.3346 2.1498 3.2327  0.795
36 O 2.1211 1.1771 4.1438  -0.503
37 C 2.0933 -0.2119 3.8163  -0.066
38 C 3.4771 -0.8277 3.8011  -0.638
39 C 2.8251 1.7722 1.8497  -0.744
40 H 1.5604 -0.3731 2.8761  0.160
41 H 1.4921 -0.6647 4.6028  0.203
42 H 4.1096 -0.3802 3.0345  0.207
43 H 3.4142 -1.8999 3.6115  0.214
44 H 3.9643 -0.6727 4.7627  0.231
45 H 3.9117 1.8405 1.8220  0.253
46 H 2.4183 2.4814 1.1366  0.240
47 H 2.5277 0.7780 1.5232  0.206



(2)
Entry from the OMol25 dataset: a structure of composition C21H49ClN4O3PtSSbSi3 in a non-equilibrium geometry (wB97M-V/def2-TZVPD).

As for the multiplicity: 5. As for the total charge: +3. The calculation puts the LUMO energy (spin up / spin down) at -7.4 / -8.6 eV. The value obtained for the frontier orbital gap (spin up / spin down) is 5.332 / 6.055 eV. As for the HOMO energy (spin up / spin down): -12.716 / -14.692 eV. The relative energy (zero: lowest compared OMol25 entry of this formula, charge and spin) is 4.734 eV.

Each line ends with the Löwdin spin population.
Positions of all 84 atoms, in Å:
1 Pt 2.2182 -0.1321 0.8075  0.768
2 C 0.3386 1.0960 4.4039  0.049
3 N 1.3971 1.3792 3.3527  0.129
4 C 1.7149 0.5786 2.4443  0.628
5 N 2.1197 -1.3742 5.5542  0.003
6 C 1.2552 -0.3447 6.2462  0.002
7 N 0.9598 0.9932 5.6922  0.010
8 C 1.7641 2.1889 5.9771  0.001
9 N 2.7489 2.5329 4.9732  0.014
10 C 2.1374 2.6578 3.6991  0.048
11 C 3.9486 1.7272 4.9871  0.004
12 H -0.2153 0.2083 4.1406  0.006
13 H -0.3329 1.9518 4.3688  0.004
14 H 3.7739 0.6921 4.6892  0.003
15 H 0.6118 -3.3198 5.6029  0.006
16 H 1.7958 -0.1762 7.1815  0.000
17 H 0.3155 -0.8334 6.5400  0.001
18 H 2.2701 2.0581 6.9281  0.000
19 H 1.0845 3.0449 6.0674  0.000
20 H 2.8684 2.8443 2.9151  0.005
21 H 1.3846 3.4474 3.7161  0.004
22 H 4.3863 1.7250 5.9909  0.000
23 H 4.6849 2.1689 4.3123  0.000
24 C 7.8532 -1.9900 3.8007  0.026
25 Si 6.3954 -3.0730 4.2074  0.114
26 C 6.4127 -4.8774 3.7688  0.021
27 C 5.4097 -2.5631 5.6822  0.019
28 Sb 4.0003 -1.9257 1.5528  1.350
29 Si 5.5535 -2.5612 -0.6319  0.252
30 C 6.6244 -4.0717 -0.4449  0.027
31 C 4.1061 -3.0251 -1.7174  0.069
32 C 6.5020 -1.0413 -1.1589  0.052
33 Si -5.6818 -2.2869 -3.6077  0.000
34 C -6.5036 -2.0599 -5.2386  0.000
35 C -3.8858 -1.9072 -3.5534  0.000
36 C -6.3533 -3.6040 -2.5047  0.000
37 H 8.5940 -2.0854 4.6048  0.004
38 H 7.5724 -0.9382 3.7485  0.002
39 H 8.3428 -2.2876 2.8868  0.000
40 H 6.7059 -5.4199 4.6755  0.003
41 H 7.1155 -5.1299 2.9932  0.000
42 H 5.4252 -5.2348 3.4855  0.003
43 H 5.9192 -1.7560 6.2114  0.001
44 H 5.2929 -3.4141 6.3622  0.002
45 H 4.4121 -2.2127 5.4745  0.002
46 H 6.1402 -4.8562 0.1330  0.002
47 H 7.6166 -3.8968 -0.0463  0.000
48 H 6.7533 -4.4608 -1.4620  0.005
49 H 3.7382 -4.0138 -1.4329  0.002
50 H 4.4417 -3.0803 -2.7573  0.010
51 H 3.2711 -2.3280 -1.6375  0.006
52 H 7.2868 -0.7643 -0.4686  0.001
53 H 5.8528 -0.1775 -1.2898  0.001
54 H 6.9830 -1.2516 -2.1207  0.009
55 H -7.5625 -1.8232 -5.1086  0.000
56 H -6.4725 -3.0064 -5.7866  0.000
57 H -6.0351 -1.3023 -5.8654  0.000
58 H -3.4608 -1.6604 -2.5750  0.000
59 H -3.6370 -1.1117 -4.2558  0.000
60 H -3.3685 -2.8053 -3.9137  0.000
61 H -6.9361 -3.1899 -1.6809  0.000
62 H -5.5401 -4.1843 -2.0667  0.000
63 H -7.0060 -4.2816 -3.0571  0.000
64 Cl 1.1988 -2.4328 4.7466  0.030
65 C 2.5345 -3.5300 3.9672  0.157
66 C -7.3272 0.0250 -2.7973  0.000
67 O -8.2370 0.6971 -2.8950  0.000
68 O -6.3733 -0.6666 -2.6652  0.000
69 H 2.9709 -3.9952 4.8505  0.004
70 H 1.8679 -4.2373 3.4369  0.001
71 O 2.0726 0.0113 -1.2787  0.105
72 S 2.9565 1.0640 -2.0112  0.013
73 C 2.1797 2.6746 -1.6435  0.009
74 C 1.5198 3.1777 -2.9302  0.001
75 C 1.1012 1.9417 -3.7185  0.000
76 C 2.3232 1.0331 -3.6987  0.000
77 H 2.9326 3.3419 -1.2303  0.000
78 H 1.4539 2.4317 -0.8659  0.009
79 H 2.2351 3.7635 -3.5083  0.000
80 H 0.6793 3.8293 -2.6975  0.000
81 H 0.8148 2.1813 -4.7413  0.000
82 H 0.2577 1.4398 -3.2400  0.000
83 H 3.1359 1.4189 -4.3199  0.000
84 H 2.1449 -0.0081 -3.9568  0.000



These records have E_tot values of -109681.745; -91415.840 eV, in the order they appear.